# 1
{"formula": "C25H22ClN2O5Os", "method": "ωB97M-V/def2-TZVPD", "total_charge": 1, "spin_multiplicity": 5, "e_lumo_ev": [-3.57, -5.69], "species": ["Os", "O", "C", "C", "C", "C", "C", "C", "C", "N", "C", "C", "N", "C", "C", "C", "C", "C", "C", "C", "O", "H", "H", "H", "H", "H", "H", "H", "H", "H", "H", "H", "H", "H", "H", "C", "C", "C", "C", "Cl", "C", "C", "C", "O", "C", "C", "O", "O", "H", "H", "H", "H", "H", "H", "H", "H"], "xyz": [[-0.805936, 1.425631, -0.414438], [-0.722698, 1.835674, -2.308449], [-1.648695, 2.320986, -3.122751], [-1.424136, 2.252798, -4.501143], [-2.353326, 2.748741, -5.383890], [-3.538393, 3.349780, -4.932998], [-3.762441, 3.446127, -3.587460], [-2.834199, 2.933801, -2.654455], [-3.119255, 3.094380, -1.270293], [-2.418037, 2.638367, -0.279199], [-2.864747, 2.902126, 1.107859], [-1.753378, 2.466044, 2.057726], [-1.252092, 1.190990, 1.528352], [-1.161224, 0.142829, 2.280131], [-0.903382, -1.182791, 1.822786], [-0.657184, -2.177163, 2.775348], [-0.496160, -3.490667, 2.408692], [-0.618440, -3.869174, 1.051684], [-0.919595, -2.946499, 0.096786], [-1.072237, -1.563594, 0.430630], [-1.404221, -0.741972, -0.479877], [-0.503504, 1.796906, -4.840485], [-2.161482, 2.678519, -6.446762], [-4.261030, 3.734545, -5.638520], [-4.662237, 3.922096, -3.214867], [-4.009106, 3.670323, -1.020631], [-3.089886, 3.959116, 1.242362], [-3.770385, 2.323288, 1.297151], [-0.931585, 3.182680, 2.047386], [-2.130646, 2.360154, 3.074222], [-1.338892, 0.269915, 3.346744], [-0.572730, -1.889910, 3.817252], [-0.266181, -4.238547, 3.154657], [-0.480821, -4.906007, 0.774888], [-1.037541, -3.210528, -0.945563], [3.985448, -2.666939, -1.196672], [3.557095, -2.593336, 0.240985], [3.337930, -3.730103, 0.998988], [2.950256, -3.636516, 2.328861], [2.678317, -5.084433, 3.251119], [2.772504, -2.404244, 2.919734], [2.966750, -1.250898, 2.167339], [3.365660, -1.344843, 0.843035], [3.631867, -0.269508, 0.043910], [3.246392, 1.001963, 0.483236], [1.760346, 1.258933, 0.350719], [1.265635, 2.296656, 0.815337], [1.042062, 0.416060, -0.303356], [4.111466, -3.700639, -1.512272], [4.925944, -2.136461, -1.348812], [3.245552, -2.188274, -1.840832], [3.479234, -4.706385, 0.552337], [2.494185, -2.340244, 3.963344], [2.827463, -0.287478, 2.640760], [3.738266, 1.718127, -0.174762], [3.563450, 1.219605, 1.504124]], "atomic_forces_ev_per_a": [[0.6617, -1.3192, -0.3099], [0.0213, -0.1824, 0.3362], [-0.1793, 0.1871, -0.1854], [0.1909, -0.1058, 0.0917], [-0.1121, 0.0688, -0.0124], [0.0464, -0.0354, -0.0673], [-0.0280, 0.0307, 0.0885], [0.0969, -0.0603, 0.0032], [0.0550, 0.1084, 0.0645], [-0.1968, 0.1621, 0.0794], [-0.0368, 0.0011, 0.0801], [-0.0180, 0.0392, -0.1108], [-0.1439, 0.4349, 0.1708], [0.0612, -0.6388, -0.0621], [-0.1645, 0.3581, -0.4610], [0.1132, -0.4581, 0.1851], [-0.0013, 0.1286, 0.1040], [0.0094, 0.0997, 0.1395], [-0.0371, 0.3030, -0.0788], [0.2096, -0.4894, 0.5465], [0.0083, 0.9285, -0.4077], [-0.0316, 0.0031, -0.0211], [-0.0042, -0.0069, 0.0104], [0.0276, 0.0023, 0.0017], [0.0116, -0.0185, -0.0090], [-0.0135, -0.0132, 0.0154], [-0.0009, 0.0300, -0.0522], [0.0034, -0.0348, -0.0157], [0.0181, 0.0111, 0.0231], [0.0065, -0.0380, 0.0101], [-0.0056, 0.0334, 0.0047], [0.0057, -0.0339, -0.0091], [-0.0026, 0.0066, -0.0060], [0.0025, -0.0099, 0.0130], [0.0020, -0.0117, 0.0166], [-0.0323, 0.0163, 0.0338], [0.0033, 0.0104, -0.1084], [0.0103, -0.0775, -0.0132], [0.0225, 0.0976, -0.0292], [-0.0089, -0.0157, -0.0060], [-0.0255, -0.0261, 0.0560], [0.0195, 0.0946, -0.0006], [-0.0621, -0.1314, 0.1565], [0.0313, 0.0822, -0.1014], [-0.0290, -0.1353, -0.0220], [0.2436, 0.2000, 0.1335], [-0.1128, 0.0028, -0.1856], [-0.6477, 0.3622, -0.0870], [-0.0022, -0.0031, 0.0085], [0.0056, -0.0162, -0.0030], [0.0105, -0.0078, -0.0041], [0.0011, 0.0109, 0.0008], [-0.0212, 0.0205, -0.0226], [-0.0138, -0.0618, 0.0267], [0.0277, 0.0289, 0.0043], [0.0050, 0.0680, -0.0136]], "lowdin_charge": [1.838, -0.211, -0.299, 0.012, -0.032, -0.058, -0.022, -0.139, -0.043, -0.150, -0.152, -0.166, -0.164, -0.035, -0.117, -0.034, -0.054, -0.028, 0.027, -0.330, -0.096, 0.130, 0.120, 0.114, 0.122, 0.150, 0.134, 0.135, 0.121, 0.132, 0.149, 0.125, 0.101, 0.123, 0.128, -0.018, -0.186, -0.056, -0.676, 0.678, -0.116, -0.004, -0.226, -0.019, -0.088, -0.594, -0.007, -0.113, 0.082, 0.091, 0.089, 0.117, 0.110, 0.113, 0.155, 0.136]}

---

# 2
{"formula": "C3H14N4OSi2", "method": "ωB97M-V/def2-TZVPD", "spin_multiplicity": 1, "e_lumo_ev": -0.25, "de_lowest_kj_mol": 268.5, "species": ["C", "C", "C", "N", "N", "N", "N", "O", "Si", "Si", "H", "H", "H", "H", "H", "H", "H", "H", "H", "H", "H", "H", "H", "H"], "xyz": [[-0.297629, 0.517857, -2.448576], [-1.063194, 1.133679, -1.281871], [1.112855, 0.237455, -2.025647], [2.356127, 0.666710, 0.551417], [1.952548, -2.189882, -0.584458], [-1.242078, 0.996187, 3.064766], [-1.912990, -1.359142, 1.581754], [-1.400787, 0.258264, -0.259276], [1.483220, -0.490785, -0.325271], [-0.796615, -1.007213, 0.450209], [-0.809500, -0.423160, -2.896945], [-0.470379, 1.222722, -3.243302], [-0.621083, 2.104406, -0.973034], [-2.052980, 1.520585, -1.619567], [1.399492, -0.401083, -2.898321], [1.810438, 1.150103, -2.155002], [2.416996, 0.554979, 1.574253], [-1.412871, 0.499527, 3.940599], [2.117692, -2.793324, 0.220112], [2.807683, -2.047597, -1.111769], [-0.351078, 0.573971, 2.665463], [-1.024253, 2.029440, 3.421042], [-1.709049, -2.203614, 2.208868], [-2.292567, -0.550085, 2.144557]], "atomic_forces_ev_per_a": [[-2.0615, -0.6225, 0.7332], [-2.0926, 1.4868, -1.7667], [1.7922, 0.2653, -2.3249], [-1.9403, -1.4248, -0.1567], [-0.2194, 1.0395, -0.0624], [1.6165, 2.1247, 0.8897], [-1.0124, -1.7621, 3.7673], [-0.7655, 1.1691, 0.1636], [2.0627, 0.2772, 0.8495], [1.8826, -0.0091, -1.0531], [0.6114, 1.2268, 1.2657], [0.7230, 0.5216, -0.5528], [0.5465, -0.9743, 0.5269], [0.4091, -0.4189, -0.2304], [0.7081, -0.1397, 1.0468], [-1.2565, -1.1479, 0.5952], [0.2570, -0.1019, -0.6372], [0.1389, -0.0282, -0.1341], [0.1275, 0.3532, -0.2603], [0.4064, -0.7516, -0.0154], [-1.2326, 1.1481, 0.8580], [-0.3606, -2.9359, -1.3041], [-0.5963, 1.7478, -1.2356], [0.2556, -1.0432, -0.9620]], "lowdin_charge": [-0.278, -0.294, -0.303, -0.193, -0.145, -0.041, -0.103, -0.259, 0.200, 0.580, 0.143, 0.100, 0.139, 0.124, 0.081, 0.108, -0.096, 0.009, 0.010, 0.003, 0.012, 0.090, 0.076, 0.038]}

---

# 3
{"formula": "C15H14N4OPdS3", "method": "ωB97M-V/def2-TZVPD", "spin_multiplicity": 1, "e_lumo_ev": [-1.50, -1.33], "de_lowest_kj_mol": 201.2, "species": ["Pd", "N", "C", "S", "N", "N", "C", "C", "C", "C", "C", "C", "C", "C", "C", "C", "C", "C", "N", "H", "H", "H", "H", "H", "H", "H", "H", "H", "H", "H", "C", "O", "C", "S", "S", "H", "H", "H"], "xyz": [[0.244639, -1.823653, -1.604337], [4.095839, 0.177147, -2.840737], [2.991739, -0.334853, -2.263337], [2.601939, -1.960353, -2.632037], [2.335539, 0.447347, -1.421637], [1.299439, -0.060453, -0.804937], [0.689639, 0.507347, 0.201063], [0.946639, 1.885947, 0.641363], [1.018139, 2.200247, 1.999263], [1.194939, 3.509247, 2.408263], [1.315539, 4.523247, 1.471963], [1.273839, 4.215347, 0.121763], [1.091239, 2.910347, -0.294737], [-0.253861, -0.366253, 0.895363], [-1.230761, 0.078747, 1.791463], [-2.091761, -0.833853, 2.369163], [-1.939461, -2.185053, 2.085863], [-0.930761, -2.561053, 1.213763], [-0.129261, -1.686653, 0.616863], [4.672739, -0.420153, -3.407337], [4.457039, 1.057147, -2.513937], [0.959839, 1.412347, 2.736163], [1.237639, 3.735447, 3.464663], [1.445339, 5.546047, 1.797163], [1.381839, 5.001747, -0.610237], [1.041139, 2.682447, -1.347837], [-1.328261, 1.133047, 1.991963], [-2.875061, -0.499253, 3.031363], [-2.589861, -2.930453, 2.515063], [-0.735261, -3.605053, 0.993763], [-3.576761, -3.121653, -0.942537], [-2.391161, -3.416753, -1.660137], [-1.747061, -2.394653, -2.241237], [-2.183661, -0.776653, -1.981737], [-0.670161, -2.874853, -3.496337], [-3.947461, -4.074453, -0.571937], [-4.305161, -2.647553, -1.604937], [-3.368961, -2.449553, -0.106337]], "atomic_forces_ev_per_a": [[1.8345, 1.2017, -2.0537], [0.0555, 0.0686, -0.0506], [-0.7144, 0.0890, 0.7059], [-1.4244, -0.6459, 0.3870], [1.3039, 1.4942, -0.4750], [-1.2960, -1.2553, 0.8108], [1.0142, -0.0074, -1.0449], [0.0732, 0.2070, 0.1789], [0.1004, -0.0473, -0.1631], [0.0165, 0.0640, 0.1338], [0.0173, -0.0107, 0.0784], [0.0119, 0.1058, -0.0062], [-0.1231, -0.0882, 0.0221], [-0.6397, -0.8632, 0.4856], [0.2733, 0.1012, -0.3764], [0.0723, -0.3231, -0.1071], [0.0528, 0.1687, 0.0613], [0.0368, 0.0970, 0.1663], [-0.2463, 0.3500, 0.9269], [-0.0629, 0.0892, 0.0521], [-0.0592, -0.0251, 0.0170], [-0.0544, -0.0522, 0.0574], [0.0308, 0.0266, 0.0422], [0.0183, 0.0434, -0.0093], [-0.0163, 0.0529, -0.0855], [0.0265, -0.0579, -0.0576], [-0.0391, 0.0919, 0.0181], [-0.0703, 0.0539, 0.0742], [-0.0241, -0.0657, 0.1080], [-0.1287, 0.0243, -0.1062], [-0.1959, 0.1675, 0.4345], [0.1004, -0.1693, 0.1384], [-1.1403, -0.5125, -1.1147], [0.9765, -0.2763, 0.3032], [0.3551, 0.0560, 0.5989], [-0.0070, -0.0088, -0.0812], [-0.0102, -0.0565, 0.0551], [-0.1178, -0.0875, -0.1245]], "lowdin_charge": [0.506, 0.075, -0.871, 0.609, -0.014, -0.063, -0.181, -0.169, -0.048, -0.080, -0.086, -0.076, -0.027, -0.241, -0.010, -0.046, -0.069, -0.138, 0.017, 0.083, 0.103, 0.116, 0.103, 0.102, 0.103, 0.109, 0.114, 0.111, 0.108, 0.122, -0.123, -0.245, -1.401, 0.676, 0.598, 0.098, 0.088, 0.048]}

---

# 4
{"formula": "C9H4AsClINOS4W", "method": "ωB97M-V/def2-TZVPD", "total_charge": 2, "spin_multiplicity": 1, "e_lumo_ev": [-10.27, -10.27], "de_lowest_kj_mol": 0.0, "species": ["W", "Cl", "C", "C", "C", "I", "C", "O", "C", "N", "C", "C", "C", "C", "H", "H", "H", "H", "S", "As", "S", "S", "S"], "xyz": [[-0.202579, -0.297243, 0.118881], [3.612921, 5.453975, -0.087417], [3.069631, 3.840989, 0.023856], [3.976696, 2.817018, 0.135214], [3.566646, 1.464319, 0.249735], [4.938815, -0.051725, 0.438387], [2.220614, 1.212577, 0.218180], [1.604161, -0.002238, 0.353533], [1.272199, 2.238135, 0.094587], [-0.039484, 1.822236, 0.114610], [-0.988208, 2.778649, 0.100160], [-0.680991, 4.127147, 0.033463], [0.639148, 4.538672, -0.022682], [1.659825, 3.581732, 0.014751], [5.033398, 3.046062, 0.145421], [-2.019108, 2.459233, 0.158776], [-1.486840, 4.846518, 0.029074], [0.884678, 5.591519, -0.076588], [-0.895573, -0.982344, 1.972342], [-2.282679, -2.010401, -1.002984], [-2.383166, 0.140888, -0.946008], [-0.132937, -2.253363, -1.255309], [-3.675667, -3.377053, -0.693784]], "atomic_forces_ev_per_a": [[-0.3093, -0.6991, 1.0959], [0.0096, -0.0004, 0.0019], [0.0323, -0.0814, -0.0010], [-0.0722, 0.0180, 0.0055], [0.0005, 0.0818, 0.0185], [-0.0009, -0.0158, 0.0002], [-0.2502, 0.1532, -0.1918], [0.2011, 0.1044, -0.0618], [0.2126, -0.1645, -0.0815], [-0.1110, 0.5545, -0.0065], [0.0784, 0.0492, 0.0493], [-0.0141, -0.0484, -0.0023], [-0.0067, -0.0074, 0.0137], [0.0382, -0.0655, 0.0041], [-0.0011, 0.0094, 0.0004], [-0.0099, -0.0142, -0.0002], [-0.0085, -0.0084, -0.0010], [0.0094, -0.0001, -0.0033], [0.2767, 0.2411, -0.4888], [-0.1138, -0.0506, -0.1694], [0.1129, -0.0868, -0.0823], [-0.1273, -0.0112, 0.0182], [0.0532, 0.0423, -0.1178]], "lowdin_charge": [0.798, 0.834, -0.569, -0.112, -0.637, 1.120, -0.343, -0.292, -0.148, -0.092, -0.098, 0.019, 0.068, -0.137, 0.116, 0.083, 0.137, 0.125, 0.359, -0.009, 0.200, 0.213, 0.364]}

---

# 5
{"formula": "C2HBrO", "method": "ωB97M-V/def2-TZVPD", "spin_multiplicity": 1, "e_lumo_ev": [-1.07, -1.07], "de_lowest_kj_mol": 300.4, "species": ["C", "C", "O", "Br", "H"], "xyz": [[0.476590, -1.616054, -1.927177], [-0.109321, 0.456655, 0.909314], [0.873426, -1.267390, -0.918230], [-1.211385, 1.658075, 0.057771], [-0.029310, 0.768714, 1.878322]], "atomic_forces_ev_per_a": [[0.5939, 0.5916, 1.6221], [-0.3030, -1.0224, -2.7992], [-0.3656, -0.9579, -2.0432], [0.0415, 0.0481, 0.1859], [0.0332, 1.3405, 3.0344]], "lowdin_charge": [0.003, -0.424, -0.066, 0.618, -0.131]}

---

Q: What is the formula in the third record?
A: C15H14N4OPdS3

---

Please write out number 4 again, unchanged.
{"formula": "C9H4AsClINOS4W", "method": "ωB97M-V/def2-TZVPD", "total_charge": 2, "spin_multiplicity": 1, "e_lumo_ev": [-10.27, -10.27], "de_lowest_kj_mol": 0.0, "species": ["W", "Cl", "C", "C", "C", "I", "C", "O", "C", "N", "C", "C", "C", "C", "H", "H", "H", "H", "S", "As", "S", "S", "S"], "xyz": [[-0.202579, -0.297243, 0.118881], [3.612921, 5.453975, -0.087417], [3.069631, 3.840989, 0.023856], [3.976696, 2.817018, 0.135214], [3.566646, 1.464319, 0.249735], [4.938815, -0.051725, 0.438387], [2.220614, 1.212577, 0.218180], [1.604161, -0.002238, 0.353533], [1.272199, 2.238135, 0.094587], [-0.039484, 1.822236, 0.114610], [-0.988208, 2.778649, 0.100160], [-0.680991, 4.127147, 0.033463], [0.639148, 4.538672, -0.022682], [1.659825, 3.581732, 0.014751], [5.033398, 3.046062, 0.145421], [-2.019108, 2.459233, 0.158776], [-1.486840, 4.846518, 0.029074], [0.884678, 5.591519, -0.076588], [-0.895573, -0.982344, 1.972342], [-2.282679, -2.010401, -1.002984], [-2.383166, 0.140888, -0.946008], [-0.132937, -2.253363, -1.255309], [-3.675667, -3.377053, -0.693784]], "atomic_forces_ev_per_a": [[-0.3093, -0.6991, 1.0959], [0.0096, -0.0004, 0.0019], [0.0323, -0.0814, -0.0010], [-0.0722, 0.0180, 0.0055], [0.0005, 0.0818, 0.0185], [-0.0009, -0.0158, 0.0002], [-0.2502, 0.1532, -0.1918], [0.2011, 0.1044, -0.0618], [0.2126, -0.1645, -0.0815], [-0.1110, 0.5545, -0.0065], [0.0784, 0.0492, 0.0493], [-0.0141, -0.0484, -0.0023], [-0.0067, -0.0074, 0.0137], [0.0382, -0.0655, 0.0041], [-0.0011, 0.0094, 0.0004], [-0.0099, -0.0142, -0.0002], [-0.0085, -0.0084, -0.0010], [0.0094, -0.0001, -0.0033], [0.2767, 0.2411, -0.4888], [-0.1138, -0.0506, -0.1694], [0.1129, -0.0868, -0.0823], [-0.1273, -0.0112, 0.0182], [0.0532, 0.0423, -0.1178]], "lowdin_charge": [0.798, 0.834, -0.569, -0.112, -0.637, 1.120, -0.343, -0.292, -0.148, -0.092, -0.098, 0.019, 0.068, -0.137, 0.116, 0.083, 0.137, 0.125, 0.359, -0.009, 0.200, 0.213, 0.364]}